1.
Entry from OMol25: a cluster of 3 separate species, C21H19F7N3 in total at a distorted geometry (wB97M-V/def2-TZVPD).

CARTESIAN COORDINATES (ANGSTROEM)
F 1.4079 9.3314 1.6820
F 1.5941 -2.9676 0.4145
F 1.8290 2.6119 1.2641
F -5.0861 -2.7795 1.0403
F 2.3629 -5.1303 1.3719
F -5.0551 -3.9669 -1.0198
F 1.6178 -4.9178 -0.9669
N -3.2158 -2.7388 -3.0594
N -1.9437 -0.7991 -2.2161
N -3.8230 -1.7763 -0.7380
C -3.3812 -5.2086 1.5364
C 4.1790 0.3281 -1.2239
C 1.4114 -4.4392 0.4471
C 0.2557 7.9056 0.1984
C -4.1871 -3.1041 -0.1325
C -3.0427 -1.8656 -2.0190
C -2.2103 -6.1346 2.2143
C 0.7157 5.5345 0.2562
C 1.6403 5.7345 1.2824
C 3.4956 -0.2739 -0.1663
C 3.2672 2.4767 -0.5999
C 4.0683 1.7038 -1.4405
C -1.3517 -3.7785 0.2188
C 0.0246 6.6194 -0.2891
C 2.5943 1.8685 0.4541
C 1.1826 8.0953 1.2175
C 2.7036 0.5010 0.6807
C -0.5977 -5.9651 1.8991
C -2.9518 -3.9749 0.4915
C -0.1646 -4.7563 0.8764
C 1.8793 7.0221 1.7618
H -4.7222 -1.2556 -0.9644
H -0.9758 -2.9133 -0.4726
H 2.1727 0.0509 1.5129
H -0.2777 8.7592 -0.2072
H -0.6924 6.4615 -1.0910
H -1.0695 -1.3314 -2.4585
H 4.6047 2.1711 -2.2626
H -2.9221 -3.7471 -2.8905
H 3.1627 3.5452 -0.7577
H 2.1740 4.8881 1.7080
H 0.5318 4.5309 -0.1212
H 0.2126 -6.6456 2.4042
H -2.5293 -6.9750 2.9759
H 3.5800 -1.3454 -0.0021
H 4.8004 -0.2750 -1.8824
H -3.5953 -2.5018 -4.0077
H -1.7457 -0.3814 -1.2689
H 2.6011 7.1967 2.5528
H -4.5286 -5.3878 1.7970

As for the orbital gap: 3.908 eV. The value obtained for the max |F| is 5.99 eV Å⁻¹. The total energy is -1674.26421 a.u. The value obtained for the LUMO energy is -6.68 eV. As for the charge: +1.


2.
Entry from OMol25: a structure of composition C21H19FeIN8OS at a distorted geometry (wB97M-V/def2-TZVPD).

CARTESIAN COORDINATES (ANGSTROEM)
I 10.8930 5.1017 4.5166
Fe 11.7019 9.8799 9.5873
S 14.0131 10.8730 8.9317
O 9.8776 9.3624 9.2724
N 11.3139 8.9310 6.1870
N 11.6405 10.2393 11.8068
N 14.4290 13.4708 9.0643
N 12.1403 7.1003 8.0087
N 12.2765 12.8572 9.1420
N 11.3123 11.9111 9.2069
N 12.5182 7.7222 10.1950
N 13.0519 8.3687 12.4434
C 12.0092 11.1990 14.3878
C 11.3895 6.6547 5.8486
C 6.6936 10.0923 7.8227
C 12.3979 9.6153 12.6902
C 13.9776 5.3600 10.5767
C 12.6631 10.0860 13.9677
C 8.8728 10.1038 8.7941
C 13.4890 12.4932 9.0240
C 7.6884 9.3760 8.4502
C 8.9460 11.4752 8.7200
C 14.0431 6.3605 11.5731
C 12.0485 6.2694 6.8964
C 10.9394 7.9873 5.4665
C 13.1954 7.5076 11.3604
C 13.2862 5.5097 9.4407
C 6.6937 11.5022 7.7719
C 10.1401 12.3106 8.8642
C 12.6833 6.7895 9.2286
C 7.8104 12.1787 8.1456
C 11.0359 11.3451 12.2028
C 11.2586 11.9226 13.4230
H 13.2352 9.4049 14.6695
H 14.6599 6.2525 12.4505
H 10.4874 8.1473 4.4457
H 10.8503 12.9279 13.6650
H 15.4134 13.1628 9.2818
H 14.0620 14.4147 9.2834
H 8.0171 13.2644 7.9195
H 11.0788 9.8483 5.8091
H 11.9985 11.5203 15.4200
H 5.9435 11.9867 7.1681
H 7.6914 8.3167 8.4082
H 13.3499 4.7340 8.6440
H 13.5634 8.0798 13.2795
H 14.5835 4.4788 10.7951
H 5.8916 9.4674 7.4236
H 11.7589 8.0415 7.8973
H 10.0836 13.3479 8.6205
H 10.5422 11.8842 11.4460
H 12.3676 5.2363 7.0458

As for the orbital gap (alpha / beta): 7.184 / 7.163 eV. The expectation value of S² is 6.012. The value obtained for the max |F| is 3.62 eV Å⁻¹. The total energy is -3284.53657 a.u. As for the spin multiplicity: 5. The value obtained for the LUMO energy (alpha / beta) is 0.05 / 0.03 eV.


3.
Entry from OMol25: a structure of composition C21H19I2IrN7OP (wB97M-V/def2-TZVPD).

CARTESIAN COORDINATES (ANGSTROEM)
Ir -0.0516 -0.1372 -0.0368
I 2.5214 0.6651 4.3884
I 1.5789 -5.2211 4.9308
P -0.6156 2.6238 -2.1489
O 0.9203 0.0564 1.6784
N -1.0130 1.5543 0.3857
N -1.8946 3.5391 0.2085
N 2.2149 2.6710 -2.0227
N 1.2981 1.0649 -0.8705
N -1.0541 -0.1423 -1.8784
N -1.8909 0.6807 -3.7365
N -0.0774 -2.1248 0.6801
C 0.0941 -4.5937 1.9542
C -1.2215 2.5729 -0.4442
C -2.2667 1.6216 -4.7935
C 2.3963 3.8098 -2.9250
C -2.3570 4.8135 -0.3444
C -1.2137 0.9675 -2.6043
C 0.6679 -3.4748 2.5772
C 3.2264 1.9816 -1.4091
C 1.3453 -3.4763 3.8251
C 1.8596 -2.3051 4.3183
C -0.5398 -4.4659 0.7360
C 1.0837 -1.0460 2.4039
C -2.1713 -0.6526 -3.7313
C -1.5504 1.8741 1.6013
C -0.6064 -3.2214 0.1296
C -1.6506 -1.1571 -2.5778
C 0.5570 -2.2431 1.8960
C 1.0491 2.0925 -1.6778
C 1.7342 -1.0877 3.6171
C 2.6496 0.9863 -0.6799
C -2.1132 3.1094 1.4901
H -2.8974 5.3454 0.4319
H 0.1535 -5.5601 2.4388
H 3.4599 4.0032 -3.0195
H -1.0966 -3.1064 -0.8219
H -2.8018 1.0757 -5.5637
H 1.9105 4.6957 -2.5224
H 3.1026 0.2423 -0.0488
H -1.6746 -2.1693 -2.2265
H -0.9845 -5.3204 0.2477
H -2.9157 2.3981 -4.3955
H -1.5119 5.4185 -0.6647
H 1.9903 3.5809 -3.9075
H 2.3761 -2.3033 5.2683
H -2.7083 -1.1348 -4.5299
H -2.6316 3.7099 2.2172
H -1.4961 1.2148 2.4496
H -3.0255 4.6398 -1.1844
H 4.2608 2.2547 -1.5249
H -1.3793 2.0721 -5.2319

As for the orbital gap: 5.832 eV. The value obtained for the max |F| is 0.64 eV Å⁻¹. The total energy is -2310.80709 a.u. The value obtained for the LUMO energy is -6.88 eV. As for the charge: +2.


4.
Entry from OMol25: a cluster of 3 separate species, C21H19IN2O8 in total (wB97M-V/def2-TZVPD).

CARTESIAN COORDINATES (ANGSTROEM)
I 3.2981 -5.2023 1.1437
O -5.9404 3.1504 -4.1707
O -0.0375 -3.7675 4.3780
O -1.6944 -2.2844 3.9465
O -3.7976 3.2649 -4.0113
O -2.1943 -2.0321 0.5505
O 1.6527 -5.1879 3.9705
O 1.4622 1.3137 0.8553
O 1.9354 0.1595 -0.8949
N -4.8677 2.7370 -3.7797
N 1.9314 1.1982 -0.2617
C -0.1402 -1.3326 1.5663
C 3.5768 3.4122 -2.7591
C 1.2273 -3.3142 2.4547
C 1.0579 -4.2240 3.6326
C -1.6328 -1.2586 1.2843
C 3.0330 2.2834 -2.1692
C 3.3390 -2.1732 1.6079
C -0.6435 -2.7775 3.6636
C 3.0979 4.6943 -0.7754
C 2.3028 -3.3129 1.4073
C 0.2039 -2.4515 2.4871
C -4.8513 -0.7634 -1.4214
C -6.0496 -0.2726 -1.9241
C -3.6583 -0.1115 -1.7020
C 2.5496 3.5732 -0.1751
C 2.5253 2.3866 -0.8862
C 3.3759 -1.5620 3.0122
C 3.6075 4.6149 -2.0651
C -4.8620 1.5101 -2.9656
C -6.0614 0.8740 -2.7029
C -3.6572 1.0346 -2.4808
H 3.1508 -1.3862 0.8734
H -2.7355 1.5500 -2.7057
H 3.3776 -2.3160 3.8012
H -2.1871 -0.4342 1.7637
H 3.1247 5.6313 -0.2371
H 0.3932 -1.4099 0.6156
H 0.1819 -0.3987 2.0366
H -6.9785 -0.7821 -1.7074
H 4.0291 5.4950 -2.5320
H 2.1481 3.6235 0.8258
H -6.9870 1.2659 -3.0969
H 4.3323 -2.5674 1.3936
H -2.7306 -0.4997 -1.3100
H 3.0033 1.3433 -2.6992
H 4.2994 -0.9848 3.1117
H 1.7944 -3.1584 0.4554
H 3.9744 3.3534 -3.7626
H 2.5618 -0.8495 3.1658
H -4.8407 -1.6543 -0.8074

As for the orbital gap: 8.260 eV. The value obtained for the max |F| is 0.53 eV Å⁻¹. The total energy is -1820.57336 a.u. As for the structure (SMILES): CC[C@@H](I)C1=C(CC=O)C(=O)OC1=O.O=[N+]([O-])c1ccccc1.O=[N+]([O-])c1ccccc1. The value obtained for the LUMO energy is -1.20 eV.


5.
Entry from OMol25: a cluster of 2 separate species, C21H19N3O in total at a distorted geometry (wB97M-V/def2-TZVPD).

CARTESIAN COORDINATES (ANGSTROEM)
O 6.8903 3.7407 -0.5633
N 2.4069 2.3991 -0.4081
N -2.0563 -2.8936 -2.4930
N 3.9435 4.1075 -0.5411
C 3.6452 1.8557 -0.4288
C 4.6197 2.9144 -0.5053
C -1.4432 -0.8173 2.1769
C 0.1447 -0.7233 -0.7206
C 0.3603 -2.4705 -2.9227
C 2.6162 3.7759 -0.4755
C -3.0385 -0.7895 0.2652
C -2.9905 -2.4318 -1.6161
C 1.3652 -0.8759 -1.4118
C -2.3056 -3.6496 -3.7045
C -0.8463 -0.1459 3.2323
C -2.5322 -0.2323 1.4703
C -0.7912 -2.4011 -2.1547
C -3.0847 0.9650 2.0174
C 1.4675 -1.7055 -2.5323
C 6.0966 2.8220 -0.5321
C -2.3580 -1.5722 -0.6698
C -0.9309 -1.5457 -1.0341
C -2.4178 1.6602 3.0076
C -1.2696 1.1337 3.6078
C -0.5425 1.8878 4.6591
H -3.0296 -3.1352 -4.3514
H -1.0630 -1.7946 1.8608
H 0.0549 0.0428 0.0432
H 2.2429 -0.3248 -1.0855
H 2.3908 -1.7560 -3.1181
H 0.4670 2.1513 4.3265
H 3.8559 0.7863 -0.3891
H 1.8159 4.5096 -0.4776
H -0.4263 1.3224 5.5905
H -2.7924 2.6249 3.3502
H 0.3923 -3.0908 -3.8159
H -4.0918 -0.6032 0.0528
H 6.3961 1.7484 -0.5212
H -1.0570 2.8197 4.9015
H -1.3631 -3.7425 -4.2554
H -4.0552 -2.6591 -1.6748
H -2.6790 -4.6597 -3.4929
H -0.0243 -0.6078 3.7851
H -3.9830 1.3602 1.5486

As for the orbital gap: 2.724 eV. The value obtained for the max |F| is 3.20 eV Å⁻¹. The total energy is -1051.01147 a.u. The value obtained for the LUMO energy is -3.09 eV.


Look up the total energy of the fifth one.
-1051.01147 a.u.